{
  "formula": "C21H18F10N3O3Pd",
  "method": "the ωB97M-V functional and the def2-TZVPD basis",
  "molar_mass_g_mol": 656.79,
  "homo_ev": [-9.828, -9.585],
  "orbital_gap_ev": [3.927, 3.342],
  "largest_force_ha_per_bohr": 0.0818,
  "total_charge": 1,
  "lumo_ev": [-5.90, -6.24],
  "e_above_lowest_ev": 2.1018,
  "species": ["Pd", "C", "N", "C", "C", "N", "C", "C", "F", "C", "F", "C", "F", "C", "F", "C", "F", "C", "C", "N", "C", "C", "F", "C", "F", "C", "F", "C", "F", "C", "F", "H", "H", "H", "H", "H", "H", "H", "H", "H", "H", "H", "C", "C", "C", "O", "C", "O", "O", "H", "H", "H", "H", "H", "H", "H"],
  "xyz": [[-0.3124, -0.1203, -0.2666], [-1.8864, -2.8147, -0.5962], [-1.8482, -1.6184, 0.2573], [-3.1245, -0.8684, 0.1343], [-2.9628, 0.6073, 0.4499], [-1.8376, 1.1351, -0.3212], [-1.4477, 2.4575, -0.1254], [-1.8979, 3.3630, 0.8483], [-2.8277, 3.0236, 1.7510], [-1.4296, 4.6626, 0.9286], [-1.8939, 5.4666, 1.8771], [-0.4593, 5.1213, 0.0573], [0.0054, 6.3561, 0.1586], [0.0163, 4.2651, -0.9208], [0.9419, 4.6819, -1.7777], [-0.4814, 2.9817, -1.0090], [-0.0178, 2.2162, -2.0004], [-1.4436, -2.0240, 1.6231], [-1.0278, -0.8731, 2.5316], [0.0149, -0.0896, 1.8884], [0.3610, 1.1252, 2.3865], [1.2970, 1.8988, 1.6509], [1.7641, 1.4187, 0.4834], [1.7251, 3.1425, 2.0380], [2.5563, 3.8369, 1.2716], [1.2699, 3.6821, 3.2369], [1.6831, 4.8725, 3.6283], [0.3727, 2.9606, 4.0077], [-0.0644, 3.4643, 5.1515], [-0.0884, 1.7299, 3.5787], [-0.9568, 1.0946, 4.3674], [-2.6403, -3.5265, -0.2419], [-0.9141, -3.3040, -0.5864], [-2.1391, -2.5293, -1.6163], [-3.8949, -1.3225, 0.7670], [-3.4389, -0.9680, -0.9046], [-2.8618, 0.7525, 1.5215], [-3.8689, 1.1393, 0.1435], [-0.5829, -2.6814, 1.4952], [-2.2454, -2.6045, 2.0946], [-0.6086, -1.3160, 3.4432], [-1.8944, -0.2965, 2.8507], [2.4385, 0.5905, -2.8859], [1.5683, -0.5911, -3.0948], [1.8063, -1.5980, -4.1583], [0.2783, -0.3922, -2.7068], [2.4880, -1.8330, -0.5509], [3.6008, -1.9289, -0.8271], [1.3674, -1.7610, -0.2160], [2.2159, 1.3516, -3.6442], [3.4879, 0.3172, -2.9708], [2.2691, 1.0578, -1.9138], [1.4964, -1.1981, -5.1323], [1.2469, -2.5206, -3.9822], [2.8624, -1.8488, -4.2265], [-0.2771, -1.0896, -3.0809]]
}

{
  "formula": "C2H3OS3",
  "method": "the ωB97M-V functional and the def2-TZVPD basis",
  "molar_mass_g_mol": 139.25,
  "homo_ev": -3.864,
  "orbital_gap_ev": 7.365,
  "largest_force_ha_per_bohr": 0.0641,
  "total_charge": -1,
  "lumo_ev": 3.50,
  "smiles": "O[C@H](S)C(=S)[S-]",
  "e_above_lowest_ev": 1.4858,
  "species": ["C", "C", "O", "S", "S", "S", "H", "H", "H"],
  "xyz": [[0.2603, 0.5814, -0.5400], [-0.5084, -1.0672, -0.0637], [1.6302, 0.3218, -0.5096], [-0.3684, 1.5828, 1.0661], [-1.9022, -1.4256, -0.8761], [0.3888, -1.7735, 1.1150], [0.2879, 1.3484, -1.4262], [-1.4912, 1.0236, 1.2282], [1.7029, -0.5919, 0.0063]]
}

{
  "formula": "C13H19N",
  "method": "the ωB97M-V functional and the def2-TZVPD basis",
  "molar_mass_g_mol": 189.30,
  "homo_ev": -8.067,
  "orbital_gap_ev": 8.535,
  "largest_force_ha_per_bohr": 0.0921,
  "lumo_ev": 0.47,
  "e_above_lowest_ev": 4.4389,
  "species": ["C", "C", "C", "C", "C", "C", "C", "C", "C", "C", "C", "C", "C", "N", "H", "H", "H", "H", "H", "H", "H", "H", "H", "H", "H", "H", "H", "H", "H", "H", "H", "H", "H"],
  "xyz": [[-0.2183, -1.2809, 3.2861], [-0.5792, -2.7553, -0.3420], [-1.0128, 1.5324, -2.0506], [0.2010, 1.9456, -2.4197], [0.2663, -0.5278, 2.3022], [-0.1873, -1.5037, -0.2252], [-1.2417, 0.3297, -1.2688], [2.3957, -0.6910, 0.7310], [2.1803, -2.0688, 1.3090], [1.0623, -1.1028, 1.2221], [0.4840, 3.2038, -3.1616], [-0.0191, 0.9414, 2.1913], [-2.6536, 0.0509, -0.8289], [-0.2431, -0.4109, -0.9794], [-0.8392, -0.8699, 4.0652], [-0.0139, -2.3367, 3.3414], [-1.1991, -3.0593, -1.1729], [-0.2759, -3.5212, 0.3464], [-1.8910, 2.1127, -2.3052], [1.0560, 1.3430, -2.1443], [2.9548, 0.0292, 1.3136], [2.5491, -0.6054, -0.3337], [2.2012, -2.9085, 0.6303], [2.5895, -2.2889, 2.2855], [0.8943, 2.9792, -4.1484], [-0.4161, 3.8052, -3.2846], [1.2326, 3.7873, -2.6236], [-0.6444, 1.2822, 3.0131], [0.9123, 1.5072, 2.1958], [-0.5231, 1.1503, 1.2482], [-3.1423, 0.9626, -0.4907], [-3.2202, -0.3441, -1.6733], [-2.6592, -0.6877, -0.0283]]
}

{
  "formula": "C6H16N2O",
  "method": "the ωB97M-V functional and the def2-TZVPD basis",
  "molar_mass_g_mol": 132.21,
  "homo_ev": -6.542,
  "orbital_gap_ev": 7.041,
  "largest_force_ha_per_bohr": 0.0178,
  "lumo_ev": 0.50,
  "e_above_lowest_ev": 4.3128,
  "species": ["C", "C", "C", "C", "N", "O", "H", "H", "H", "H", "H", "H", "H", "H", "H", "H", "H", "C", "C", "N", "H", "H", "H", "H", "H"],
  "xyz": [[1.6843, 0.5203, -0.3522], [-0.7488, 1.6826, -0.1006], [-0.6112, -0.1885, -1.6214], [2.2841, -0.7864, -0.3095], [-0.1956, 0.3389, -0.3070], [1.9748, 1.3143, 0.7361], [1.7245, 2.2271, 0.5583], [1.6648, 1.0702, -1.2964], [-0.2888, 2.3762, -0.8098], [-1.8263, 1.6961, -0.2681], [-0.5496, 2.0092, 0.9186], [-0.2072, 0.4586, -2.4030], [-1.6993, -0.1990, -1.7060], [-0.2420, -1.2041, -1.7163], [2.5927, -1.1549, -1.2840], [1.2213, -1.5729, 0.1224], [3.0886, -0.8447, 0.4176], [-2.0197, -0.6088, 1.2220], [-0.5294, -0.6223, 0.8553], [-0.0495, -1.8972, 0.4435], [-0.1297, -2.5490, 1.2184], [0.0286, -0.1529, 1.6915], [-2.3772, 0.3588, 1.5836], [-2.6292, -0.9398, 0.3799], [-2.1600, -1.3316, 2.0271]]
}

{
  "formula": "C6H9N",
  "method": "the ωB97M-V functional and the def2-TZVPD basis",
  "molar_mass_g_mol": 95.14,
  "homo_ev": -8.586,
  "orbital_gap_ev": 9.640,
  "largest_force_ha_per_bohr": 0.0823,
  "lumo_ev": 1.05,
  "smiles": "CC1(N)C=CC=C1",
  "e_above_lowest_ev": 2.1223,
  "species": ["C", "C", "C", "C", "C", "C", "H", "H", "H", "H", "H", "H", "H", "H", "H", "N"],
  "xyz": [[-1.4550, -0.0719, 1.2014], [-0.5095, -0.0405, -0.0426], [0.4077, -1.1607, -0.1064], [1.6450, -0.7200, 0.0775], [1.6345, 0.7768, 0.0431], [0.3928, 1.1418, 0.0579], [-1.9078, 0.9915, 1.4161], [-2.2407, -0.8240, 0.9457], [-0.8609, -0.3733, 2.1483], [-2.1857, 0.5700, -0.9887], [-0.8992, 0.5281, -2.0814], [0.2066, -2.2056, -0.3118], [2.5562, -1.2971, 0.0297], [2.5207, 1.4156, -0.0230], [-0.0876, 2.1580, 0.0442], [-1.3992, -0.0737, -1.2235]]
}

{
  "formula": "C3H10N2S2",
  "method": "the ωB97M-V functional and the def2-TZVPD basis",
  "molar_mass_g_mol": 138.26,
  "homo_ev": -8.236,
  "orbital_gap_ev": 8.598,
  "largest_force_ha_per_bohr": 0.0862,
  "lumo_ev": 0.36,
  "smiles": "NC[C@H](N)CSS",
  "e_above_lowest_ev": 1.8862,
  "species": ["S", "S", "C", "C", "C", "N", "N", "H", "H", "H", "H", "H", "H", "H", "H", "H", "H"],
  "xyz": [[1.5381, -2.0203, 1.5771], [0.2245, -0.3337, 1.7767], [-0.8096, -0.2635, 0.0995], [-0.6478, 1.0208, -0.6511], [-1.6154, 1.0210, -1.8098], [-1.2358, 1.9998, -2.9449], [0.7495, 1.0364, -1.1438], [2.5761, -1.6466, 2.4552], [-1.8625, -0.2810, 0.5891], [-0.4619, -1.2411, -0.2919], [-0.7175, 1.8338, 0.1319], [-2.6182, 1.3439, -1.4866], [-1.9663, 0.0282, -2.2362], [-1.2391, 1.5439, -3.9274], [-1.8566, 2.8087, -2.9804], [0.5184, 1.1126, -2.1585], [1.2663, 0.2386, -0.9675]]
}

What are the DFT total energy values for these records? In order: -2327.135630; -1347.805298; -561.359618; -422.828227; -288.704049; -1026.116740 a.u..